The following is a DFT calculation (ωB97M-V/def2-TZVPD) of one molecule with the formula C4H8O2.

Properties
SMILES string = CO[C@@H](C)C=O
largest force on an atom = 0.010 Eh/bohr
E_LUMO = 0.9 eV
energy above the lowest of the compared OMol25 structures with the same formula, charge and spin = 1.688 eV
frontier orbital gap = 10.56 eV
HOMO energy = -9.70 eV

CARTESIAN COORDINATES (ANGSTROEM)
C  -1.6093  0.1342  0.9029
O  -0.9033  0.9443  -0.0188
C  0.2593  0.3981  -0.6203
C  1.5346  0.3918  0.2214
C  -0.0105  -0.9920  -1.1790
O  0.8348  -1.8506  -1.2407
H  -2.2828  0.8032  1.4476
H  -2.2343  -0.6237  0.4056
H  -0.9490  -0.3665  1.6252
H  0.4382  1.0573  -1.4843
H  1.7934  1.3990  0.5575
H  1.4665  -0.2759  1.0859
H  2.3555  0.0153  -0.3986
H  -1.0483  -1.1723  -1.5361

Atoms 1-6, force components in eV/Å:
-0.1 -0.1 0.2
0.1 0.1 0.0
0.2 -0.1 0.0
0.0 0.0 0.1
0.2 -0.2 0.0
-0.4 0.2 -0.1